1.
Entry from OMol25: C40H50AlAsF6N5O7PS2 as an isolated structure in a non-equilibrium geometry (wB97M-V/def2-TZVPD).

```
113
C40H50AlAsF6N5O7PS2 | OMol25 | wB97M-V/def2-TZVPD
Al 0.213 0.089 0.157
C -1.934 0.714 7.773
O -1.367 0.253 6.571
C -0.456 -0.770 6.637
C -0.069 -1.422 7.796
C 0.870 -2.443 7.741
C 1.452 -2.791 6.539
C 1.084 -2.137 5.374
C 0.114 -1.145 5.403
N -0.294 -0.408 4.291
C -0.211 -0.703 2.966
N -0.155 -2.001 2.653
C 0.120 -2.644 1.436
C 0.292 -1.961 0.228
C 0.591 -2.770 -0.876
C 0.652 -4.146 -0.809
C 0.444 -4.800 0.396
C 0.187 -4.051 1.529
O -0.029 -4.587 2.783
C 0.019 -5.988 2.916
N -0.233 0.260 2.074
C -0.332 1.594 2.546
C 0.767 2.439 2.536
C 0.642 3.768 2.908
C -0.591 4.261 3.290
C -1.696 3.425 3.324
C -1.576 2.090 2.968
O -2.604 1.184 2.994
C -3.851 1.644 3.454
H -2.610 1.520 7.493
H -1.172 1.104 8.453
H -2.503 -0.075 8.276
H -0.484 -1.139 8.749
H 1.148 -2.951 8.651
H 2.212 -3.558 6.504
H 1.589 -2.376 4.451
H -0.638 0.515 4.524
H -0.221 -2.649 3.430
H 0.754 -2.287 -1.833
H 0.850 -4.733 -1.693
H 0.487 -5.875 0.433
H -0.173 -6.197 3.967
H 1.002 -6.384 2.648
H -0.747 -6.476 2.304
H 1.718 2.057 2.204
H 1.505 4.413 2.888
H -0.709 5.297 3.561
H -2.650 3.830 3.622
H -4.517 0.783 3.438
H -4.251 2.423 2.798
H -3.776 2.021 4.479
C -4.028 0.310 -0.470
P -2.449 -0.615 -0.141
C -3.085 -1.626 1.271
C -2.624 -1.892 -1.464
H -4.864 -0.383 -0.529
H -3.949 0.855 -1.406
H -4.211 1.017 0.334
H -4.050 -2.063 1.019
H -3.185 -0.992 2.146
H -2.382 -2.422 1.490
H -3.651 -2.246 -1.535
H -1.962 -2.724 -1.231
H -2.317 -1.465 -2.420
N -1.054 7.355 -0.837
C -0.847 6.232 -0.720
C -0.614 4.848 -0.581
C -1.683 3.982 -0.342
C -1.440 2.632 -0.195
C -0.162 2.063 -0.272
C 0.883 2.971 -0.517
C 0.677 4.328 -0.671
H -2.685 4.384 -0.272
H -2.274 1.978 0.018
H 1.902 2.607 -0.547
H 1.511 4.993 -0.858
C 0.495 -0.512 -5.703
C 0.067 -1.058 -4.349
As 0.358 0.161 -2.751
C 2.238 0.626 -3.078
C 3.153 -0.584 -3.180
C -0.414 1.815 -3.553
C -1.934 1.782 -3.635
H 0.394 -1.280 -6.469
H 1.533 -0.191 -5.684
H -0.124 0.333 -5.998
H 0.612 -1.983 -4.135
H -0.995 -1.322 -4.379
H 2.567 1.242 -2.241
H 2.317 1.239 -3.981
H 3.146 -1.139 -2.245
H 4.181 -0.274 -3.366
H 2.844 -1.242 -3.993
H 0.009 1.976 -4.548
H -0.099 2.648 -2.925
H -2.268 0.967 -4.281
H -2.328 2.720 -4.032
H -2.351 1.630 -2.640
F 4.263 -1.408 2.317
C 3.654 -0.229 2.362
F 2.450 -0.461 2.916
F 4.286 0.587 3.184
S 3.447 0.473 0.608
O 2.030 0.190 0.316
O 3.772 1.854 0.687
N 4.325 -0.400 -0.321
S 5.880 -0.100 -0.073
O 6.086 0.242 1.299
O 6.712 -1.076 -0.682
C 6.168 1.510 -1.029
F 6.450 2.515 -0.215
F 7.193 1.373 -1.872
F 5.104 1.846 -1.762
```

F_max = 0.0295 hartree/bohr
Total charge = 0
Gap between HOMO and LUMO = 8.5 eV
DFT total energy = -178775.5015 eV
Multiplicity = 1
ΔE to the lowest compared entry with this formula, charge and spin = 0.446 eV

Results of the Löwdin charge analysis, in e, for atoms 1 through 99: 0.004, -0.075, -0.090, -0.202, -0.018, -0.084, -0.080, -0.022, -0.144, 0.182, -0.329, 0.165, -0.182, -0.134, -0.142, -0.079, -0.021, -0.203, -0.105, -0.078, 0.109, -0.213, -0.003, -0.053, -0.064, -0.015, -0.234, -0.110, -0.077, 0.092, 0.101, 0.098, 0.105, 0.104, 0.107, 0.110, 0.139, 0.131, 0.040, 0.106, 0.102, 0.095, 0.099, 0.098, 0.098, 0.114, 0.109, 0.105, 0.094, 0.098, 0.096, -0.256, 0.899, -0.229, -0.245, 0.041, 0.026, 0.027, 0.049, 0.023, 0.028, 0.045, 0.030, 0.014, 0.153, -0.201, -0.243, -0.016, -0.124, -0.208, -0.115, -0.019, 0.120, 0.040, 0.075, 0.124, -0.164, -0.397, 1.287, -0.408, -0.166, -0.393, -0.159, 0.073, 0.058, 0.058, 0.051, 0.049, 0.036, 0.073, 0.044, 0.074, 0.058, 0.062, 0.050, 0.063, 0.077, 0.029, 0.147

2.
Entry from OMol25: a 10-piece molecular cluster, C40H50F30O20 overall in a non-equilibrium geometry (wB97M-V/def2-TZVPD).

```
140
C40H50F30O20 | OMol25 | wB97M-V/def2-TZVPD
C 4.300 -4.206 -1.495
C 3.961 -4.643 -2.931
O 2.672 -4.147 -3.305
C 1.614 -4.792 -2.798
O 1.584 -5.721 -2.090
C 0.322 -4.068 -3.331
F -0.015 -4.655 -4.481
F -0.646 -4.306 -2.384
F 0.461 -2.770 -3.417
H 3.716 -4.725 -0.741
H 4.035 -3.149 -1.431
H 5.362 -4.309 -1.213
H 3.930 -5.754 -2.981
H 4.683 -4.305 -3.610
C 0.660 1.373 6.986
C -0.650 1.801 6.374
O -1.520 0.695 5.913
C -2.234 0.044 6.829
O -2.111 0.002 7.972
C -3.438 -0.624 6.227
F -4.311 0.324 6.005
F -3.210 -1.247 5.097
F -3.989 -1.487 7.105
H 1.117 0.663 6.279
H 0.634 1.033 8.023
H 1.377 2.231 6.899
H -0.466 2.328 5.453
H -1.225 2.396 7.096
C 4.621 -1.616 -7.888
C 6.029 -1.560 -7.294
O 5.937 -0.715 -6.102
C 5.715 -1.293 -4.917
O 5.497 -2.424 -4.766
C 5.627 -0.313 -3.741
F 6.089 -0.910 -2.658
F 6.343 0.866 -3.911
F 4.336 0.036 -3.548
H 3.923 -2.306 -7.422
H 4.681 -1.970 -8.914
H 4.146 -0.655 -7.964
H 6.638 -0.903 -7.883
H 6.473 -2.491 -7.078
C 5.214 -1.092 1.335
C 3.868 -0.976 2.014
O 2.948 -1.908 1.352
C 2.567 -2.986 2.092
O 3.049 -3.362 3.063
C 1.450 -3.773 1.368
F 0.950 -3.137 0.367
F 1.991 -4.909 0.970
F 0.448 -4.097 2.239
H 5.836 -0.282 1.678
H 5.009 -0.909 0.265
H 5.741 -2.036 1.451
H 3.499 0.005 1.798
H 3.818 -1.172 3.095
C -6.902 1.776 4.115
C -6.064 2.910 3.586
O -5.511 2.646 2.296
C -4.285 2.121 2.248
O -3.545 1.890 3.163
C -3.769 1.992 0.759
F -2.698 2.777 0.826
F -3.324 0.772 0.525
F -4.586 2.434 -0.208
H -7.234 2.159 5.058
H -6.324 0.872 4.281
H -7.712 1.543 3.441
H -5.230 3.114 4.250
H -6.702 3.784 3.476
C -2.844 0.598 -2.982
C -2.839 -0.917 -3.002
O -4.128 -1.392 -3.427
C -4.257 -2.711 -3.251
O -3.407 -3.487 -2.912
C -5.723 -3.223 -3.529
F -6.529 -2.384 -2.861
F -6.009 -3.274 -4.814
F -5.907 -4.456 -3.012
H -3.479 0.971 -2.157
H -3.284 0.999 -3.899
H -1.819 0.978 -2.841
H -2.481 -1.328 -2.059
H -2.080 -1.264 -3.788
C -1.013 4.064 -1.369
C -0.185 2.831 -1.253
O 1.098 2.999 -0.712
C 1.074 3.314 0.594
O 0.159 3.286 1.367
C 2.527 3.649 1.087
F 2.488 3.644 2.404
F 3.509 2.943 0.659
F 2.688 4.930 0.663
H -2.036 3.749 -1.530
H -0.696 4.728 -2.166
H -1.024 4.585 -0.427
H -0.091 2.293 -2.221
H -0.828 2.203 -0.620
C -3.130 -2.501 0.431
C -3.647 -3.467 1.472
O -4.740 -2.711 2.118
C -5.254 -3.319 3.178
O -4.994 -4.402 3.524
C -6.304 -2.364 3.795
F -6.685 -2.779 4.990
F -5.777 -1.143 3.885
F -7.396 -2.338 3.079
H -3.948 -2.228 -0.273
H -2.335 -2.897 -0.220
H -2.745 -1.624 1.006
H -2.952 -3.733 2.216
H -4.142 -4.335 1.016
C 1.617 7.510 -0.711
C 2.878 7.044 -1.352
O 2.535 5.756 -1.975
C 3.608 5.180 -2.529
O 4.723 5.514 -2.371
C 3.209 3.949 -3.426
F 1.909 3.580 -3.375
F 3.656 4.174 -4.646
F 3.886 2.872 -3.001
H 0.802 7.685 -1.391
H 1.806 8.472 -0.198
H 1.207 6.832 0.069
H 3.584 6.768 -0.568
H 3.368 7.718 -2.051
C -0.148 -0.942 2.733
C -0.090 0.364 2.040
O 0.863 0.473 0.906
C 0.535 -0.190 -0.214
O -0.530 -0.684 -0.477
C 1.791 -0.088 -1.190
F 2.743 0.670 -0.687
F 2.284 -1.324 -1.495
F 1.321 0.380 -2.308
H 0.776 -1.220 3.186
H -0.454 -1.705 1.999
H -0.913 -0.951 3.497
H 0.166 1.197 2.701
H -1.139 0.593 1.809
```

F_max = 0.0953 hartree/bohr
Total charge = 0
SMILES string = CCOC(=O)C(F)(F)F.CCOC(=O)C(F)(F)F.CCOC(=O)C(F)(F)F.CCOC(=O)C(F)(F)F.CCOC(=O)C(F)(F)F.CCOC(=O)C(F)(F)F.CCOC(=O)C(F)(F)F.CCOC(=O)C(F)(F)F.CCOC(=O)C(F)(F)F.CCOC(=O)C(F)(F)F
Gap between HOMO and LUMO = 11.4 eV
DFT total energy = -164767.4597 eV
Multiplicity = 1
ΔE to the lowest compared entry with this formula, charge and spin = 2.329 eV

Results of the Löwdin charge analysis, in e, for atoms 1 through 99: -0.040, -0.181, 0.027, -0.412, 0.197, -0.528, 0.178, 0.119, 0.189, 0.057, 0.062, 0.091, 0.136, 0.077, -0.071, -0.170, 0.021, -0.457, 0.231, -0.599, 0.194, 0.190, 0.164, 0.082, 0.080, 0.093, 0.115, 0.132, -0.053, -0.146, 0.019, -0.413, 0.197, -0.489, 0.179, 0.122, 0.153, 0.079, 0.076, 0.077, 0.120, 0.110, -0.044, -0.177, -0.013, -0.427, 0.221, -0.579, 0.209, 0.186, 0.141, 0.076, 0.079, 0.085, 0.097, 0.130, -0.045, -0.200, 0.038, -0.361, 0.158, -0.538, 0.153, 0.172, 0.171, 0.082, 0.050, 0.086, 0.120, 0.128, -0.045, -0.208, 0.040, -0.380, 0.153, -0.536, 0.155, 0.189, 0.152, 0.068, 0.086, 0.069, 0.091, 0.152, -0.043, -0.257, 0.031, -0.366, 0.162, -0.571, 0.186, 0.233, 0.141, 0.078, 0.085, 0.077, 0.120, 0.107, -0.060

3.
Entry from OMol25: C40H50N7O7PSSn as an isolated structure in a non-equilibrium geometry (wB97M-V/def2-TZVPD).

```
107
C40H50N7O7PSSn | OMol25 | wB97M-V/def2-TZVPD
Sn -1.301 1.387 0.792
C 0.330 -4.410 4.269
C -0.533 -5.186 3.495
C -1.212 -4.578 2.429
C -0.881 -3.230 2.127
C 0.040 -2.458 2.931
C 0.695 -3.068 3.911
N -1.637 -2.498 1.221
N -2.412 -3.138 0.450
C -3.252 -2.271 -0.229
C -4.016 -2.833 -1.358
C -4.608 -1.911 -2.217
C -4.503 -0.519 -1.905
C -3.985 -0.144 -0.681
N -3.275 -0.929 0.072
H 0.828 -4.834 5.108
H -0.629 -6.223 3.665
H -2.024 -5.051 1.943
H 0.240 -1.403 2.624
H 1.593 -2.640 4.430
H -4.135 -3.901 -1.596
H -4.968 -2.209 -3.203
H -5.026 0.190 -2.480
H -4.087 0.860 -0.377
C 3.424 3.355 3.677
C 2.781 1.941 3.414
N 1.452 2.004 4.054
C 1.382 1.514 5.463
C 1.301 2.661 6.522
C 0.327 2.448 3.423
S 0.457 2.935 1.727
N -0.789 2.565 4.083
C -2.032 2.554 3.600
O -2.401 2.401 2.380
C -3.090 2.951 4.640
C -4.429 2.798 4.344
C -5.395 3.154 5.208
C -5.039 3.680 6.499
C -3.681 3.784 6.831
C -2.709 3.497 5.897
H 4.209 3.630 2.950
H 3.946 3.374 4.635
H 2.647 4.088 3.657
H 3.466 1.156 3.779
H 2.628 1.672 2.405
H 2.226 0.842 5.647
H 0.507 0.912 5.614
H 2.340 2.806 6.932
H 0.735 2.247 7.378
H 0.981 3.599 6.101
H -4.589 2.462 3.298
H -6.380 2.883 4.872
H -5.819 3.859 7.191
H -3.372 4.083 7.791
H -1.634 3.499 6.109
O -3.760 3.245 -3.250
C -2.547 3.521 -3.787
C -2.564 3.889 -5.153
C -1.449 4.294 -5.855
C -0.254 4.138 -5.168
C -0.193 3.620 -3.860
C -1.349 3.296 -3.107
C -1.141 2.660 -1.702
O -0.011 2.293 -1.310
O -2.285 2.444 -0.962
H -3.590 3.186 -2.272
H -3.515 3.935 -5.616
H -1.497 4.588 -6.921
H 0.575 4.246 -5.805
H 0.800 3.563 -3.317
C 1.091 -1.610 -3.452
C 1.724 -0.623 -2.519
O 3.094 -0.426 -3.004
P 4.250 0.316 -2.193
O 5.602 -0.516 -2.567
C 5.904 -1.894 -2.353
C 5.708 -2.187 -0.876
O 4.570 1.695 -3.034
C 4.606 1.662 -4.509
C 5.907 2.151 -5.077
H 0.021 -1.563 -3.146
H 1.448 -2.617 -3.285
H 1.126 -1.346 -4.506
H 1.711 -0.859 -1.449
H 1.218 0.345 -2.633
H 6.939 -2.039 -2.780
H 5.325 -2.479 -3.104
H 6.524 -1.619 -0.293
H 5.739 -3.293 -0.841
H 4.736 -1.998 -0.502
H 3.701 2.250 -4.815
H 4.445 0.625 -4.764
H 6.492 1.296 -5.479
H 6.518 2.570 -4.292
H 5.808 2.868 -5.936
C -0.832 -5.577 -1.539
C -1.098 -5.764 -2.968
N -0.568 -6.664 -3.748
C -1.132 -6.512 -4.999
C -2.040 -5.427 -4.940
N -2.003 -4.990 -3.641
H 0.198 -5.336 -1.316
H -1.091 -6.515 -1.072
H -1.448 -4.771 -1.071
H -0.949 -7.174 -5.839
H -2.637 -5.014 -5.717
H -2.512 -4.240 -3.195
```

F_max = 0.0718 hartree/bohr
Total charge = 0
Gap between HOMO and LUMO = 6.8 eV
DFT total energy = -93008.9541 eV
Multiplicity = 1
ΔE to the lowest compared entry with this formula, charge and spin = 3.224 eV

Results of the Löwdin charge analysis, in e, for atoms 1 through 99: 1.184, -0.059, -0.066, -0.001, -0.232, -0.041, -0.100, 0.071, 0.059, -0.276, -0.014, -0.060, -0.028, -0.198, 0.068, 0.088, 0.091, 0.092, 0.112, 0.121, 0.105, 0.107, 0.090, 0.078, -0.059, -0.209, -0.115, -0.182, -0.075, -0.691, 0.626, 0.100, -0.383, -0.240, -0.118, -0.069, -0.071, -0.038, -0.080, -0.016, 0.080, 0.066, 0.052, 0.120, 0.056, 0.112, 0.094, 0.076, 0.076, 0.061, 0.129, 0.101, 0.085, 0.087, 0.098, 0.047, -0.269, -0.021, -0.077, -0.100, -0.014, -0.059, -0.489, -0.105, -0.273, 0.102, 0.102, 0.120, 0.078, 0.136, -0.079, -0.270, -0.340, 0.801, -0.346, -0.303, -0.101, -0.340, -0.282, -0.088, 0.082, 0.070, 0.081, 0.111, 0.099, 0.127, 0.115, 0.114, 0.079, 0.033, 0.122, 0.084, 0.078, 0.069, 0.086, -0.021, -0.436, 0.076, -0.134

4.
Entry from OMol25: C40H51CoN8O4 as an isolated structure in a non-equilibrium geometry (wB97M-V/def2-TZVPD).

```
104
C40H51CoN8O4 | OMol25 | wB97M-V/def2-TZVPD
Co -0.202 0.275 -0.042
C -0.021 -0.786 -7.043
C 0.072 -0.814 -5.540
C 0.186 -1.982 -4.836
C 0.424 -2.000 -3.436
C 0.649 -3.215 -2.756
N 0.019 -4.337 -2.988
C -1.322 -4.466 -3.582
C -2.375 -4.453 -2.465
C -2.618 -3.059 -1.869
N -3.709 -2.372 -2.556
C -4.524 -1.496 -2.032
C -4.442 -0.796 -0.808
C -5.703 -0.478 -0.239
C -5.847 0.164 0.963
C -7.198 0.428 1.575
C -4.675 0.656 1.543
C -3.415 0.508 0.976
C -2.400 1.412 1.462
N -1.243 1.649 0.958
C -0.634 2.922 1.370
C 0.510 3.291 0.452
C 0.080 3.226 -1.005
N 0.137 1.834 -1.480
C 0.187 1.676 -2.740
C 0.261 0.409 -3.427
C 0.080 0.378 -4.795
C 0.511 -0.784 -2.687
O 0.749 -0.784 -1.431
C -3.220 -0.309 -0.196
O -2.079 -0.503 -0.705
H -0.187 -1.781 -7.451
H 0.907 -0.401 -7.471
H -0.825 -0.129 -7.378
H 0.212 -2.922 -5.378
H 1.401 -3.236 -1.970
H 0.357 -5.166 -2.516
H -1.368 -5.400 -4.137
H -1.497 -3.646 -4.269
H -2.054 -5.127 -1.668
H -3.310 -4.863 -2.854
H -1.727 -2.438 -1.911
H -2.898 -3.135 -0.818
H -3.928 -2.701 -3.486
H -5.426 -1.329 -2.615
H -6.596 -0.810 -0.760
H -7.947 -0.265 1.196
H -7.533 1.440 1.338
H -7.168 0.342 2.661
H -4.762 1.258 2.444
H -2.749 2.075 2.259
H -0.313 2.883 2.413
H -1.389 3.708 1.300
H 1.346 2.593 0.572
H 0.852 4.295 0.703
H 0.728 3.855 -1.618
H -0.940 3.605 -1.120
H 0.158 2.559 -3.385
H -0.069 1.317 -5.322
O -1.003 -4.791 4.687
C -1.278 -4.997 3.321
C -0.861 -3.775 2.552
C -0.738 -3.784 1.168
C -0.359 -2.623 0.529
N -0.061 -1.492 1.165
C -0.076 -1.500 2.508
C -0.521 -2.607 3.219
C 0.564 -0.336 3.204
C 0.780 -0.358 4.583
C 1.504 0.654 5.191
C 1.901 0.579 6.640
O 3.243 0.106 6.632
C 1.973 1.686 4.390
C 1.722 1.632 3.033
N 1.044 0.651 2.435
H -1.242 -5.578 5.187
H -2.348 -5.169 3.155
H -0.741 -5.866 2.926
H -0.922 -4.692 0.604
H -0.250 -2.574 -0.540
H -0.579 -2.610 4.294
H 0.415 -1.173 5.191
H 1.241 -0.101 7.183
H 1.835 1.569 7.098
H 3.525 -0.050 7.540
H 2.538 2.504 4.819
H 2.100 2.423 2.392
N 5.749 0.438 1.481
C 5.025 1.343 0.522
C 4.167 0.472 -0.402
N 3.268 -0.409 0.312
C 3.937 -1.207 1.321
C 4.780 -0.378 2.292
H 6.367 0.974 2.091
H 6.337 -0.201 0.941
H 5.756 1.923 -0.039
H 4.409 2.019 1.112
H 4.835 -0.137 -1.023
H 3.594 1.113 -1.071
H 2.433 0.054 0.669
H 4.592 -1.929 0.817
H 3.197 -1.771 1.887
H 5.333 -1.007 2.987
H 4.156 0.310 2.859
```

F_max = 0.0385 hartree/bohr
Total charge = +3
Gap between HOMO and LUMO (spin up / spin down) = 6.9 / 6.9 eV
⟨S²⟩ = 0.7660
DFT total energy = -100023.8729 eV
Multiplicity = 2

Results of the Löwdin charge analysis, in e, for atoms 1 through 99: 0.620, -0.027, -0.244, 0.019, -0.130, -0.002, 0.100, -0.125, -0.117, -0.152, 0.096, 0.013, -0.102, 0.033, -0.248, -0.028, 0.050, -0.103, -0.053, -0.018, -0.198, -0.181, -0.177, 0.025, -0.058, -0.106, 0.059, -0.285, -0.109, -0.273, -0.051, 0.085, 0.097, 0.091, 0.133, 0.160, 0.170, 0.140, 0.109, 0.113, 0.130, 0.085, 0.132, 0.163, 0.156, 0.135, 0.086, 0.095, 0.088, 0.137, 0.144, 0.110, 0.134, 0.076, 0.131, 0.127, 0.137, 0.148, 0.140, -0.040, -0.196, -0.147, 0.013, -0.110, 0.082, -0.160, 0.067, -0.178, 0.069, -0.164, -0.193, -0.041, 0.014, -0.159, 0.094, 0.112, 0.142, 0.138, 0.118, 0.067, 0.115, 0.123, 0.129, 0.133, 0.104, 0.136, 0.098, 0.069, -0.089, -0.184, -0.050, -0.181, -0.086, 0.189, 0.184, 0.140, 0.126, 0.132, 0.127